Entry from the OMol25 dataset: a molecular structure, C46H46N2O5Tc in a non-equilibrium geometry (ωB97M-V/def2-TZVPD).

The calculation puts the frontier orbital gap (alpha / beta) at 6.66 / 6.26 eV. The expectation value of S² is 0.755.

The geometry in ORCA input format:
```
! wB97M-V def2-TZVPD RIJCOSX def2/J DEFGRID3
* xyz 0 2
Tc 0.051 0.534 -0.335
O 1.089 -1.712 -3.625
O 0.048 0.820 1.977
O 0.118 0.580 -2.354
O 0.221 -1.436 -0.226
O 2.163 0.314 -1.022
N -2.071 0.014 -0.139
N 0.176 2.796 -0.384
C 1.467 2.671 1.779
C -0.589 1.014 6.666
C -2.545 -0.417 1.042
C -0.185 -4.454 -3.494
C 0.546 -3.846 -2.554
C -1.013 3.033 5.456
C -2.246 0.409 2.264
C 0.407 3.358 0.956
C 1.320 3.134 -1.255
C 3.534 -1.432 -2.021
C -1.188 -2.373 -4.221
C -1.387 -3.430 3.947
C 0.604 0.874 -5.033
C -1.027 2.314 4.274
C 0.481 -1.941 2.547
C 2.503 -1.077 -0.959
C -1.760 0.822 -5.374
C 2.672 3.302 2.054
C -1.560 -2.067 3.779
C -0.748 -0.115 -3.166
C -3.603 -2.293 0.011
C -2.168 0.008 -2.591
C 0.658 -3.310 2.705
C 1.228 1.430 2.371
C 3.601 2.734 2.917
C 1.215 -1.954 -1.035
C -0.308 -1.581 -3.336
C -0.271 -4.060 3.406
C 0.649 -2.372 -2.424
C 0.771 1.462 -6.276
C 3.306 1.531 3.537
C 3.136 -1.236 0.416
C 2.112 0.871 3.271
C -0.601 0.295 5.476
C -0.873 0.180 2.927
C -1.597 1.417 -6.621
C -3.330 -1.555 1.146
C -0.821 0.935 4.263
C -1.034 3.406 -0.949
C -1.072 -3.698 -4.355
C -3.172 -1.818 -1.209
C -0.622 -1.304 3.080
C -0.796 2.382 6.663
C -0.665 0.538 -4.561
C -0.330 1.737 -7.079
C -2.445 -0.635 -1.262
H 1.467 0.672 -4.413
H -0.200 2.197 -8.050
H -1.901 3.106 -0.361
H -1.701 -4.228 -5.060
H -2.427 -1.589 4.221
H -0.408 -0.769 5.503
H 1.881 -0.063 3.765
H -2.125 -4.001 4.496
H 2.874 4.263 1.596
H -2.324 1.083 -2.475
H -0.785 2.940 7.591
H -0.551 3.304 1.473
H -0.955 4.502 -0.963
H 1.541 -2.917 -0.612
H 3.406 -2.275 0.616
H 1.413 4.224 -1.363
H 2.233 2.729 -0.823
H 2.461 -0.876 1.184
H 3.189 -1.173 -3.021
H 1.184 -1.384 1.957
H 0.668 4.421 0.863
H 1.163 2.677 -2.228
H 1.767 1.708 -6.620
H 4.466 -0.901 -1.823
H -4.174 -3.211 0.076
H -2.765 0.596 -5.050
H 4.007 1.090 4.234
H 1.078 -4.444 -1.824
H -0.408 0.493 7.598
H -2.923 -0.362 -3.280
H -0.195 -5.536 -3.554
H -2.466 1.631 -7.229
H -1.165 4.105 5.432
H -3.403 -2.337 -2.131
H 1.609 0.442 -1.846
H -3.021 0.238 3.011
H -1.198 2.839 3.348
H 4.040 -0.626 0.463
H -2.282 1.464 1.987
H 4.538 3.236 3.115
H 3.742 -2.505 -1.997
H 1.526 -3.785 2.265
H -1.929 -1.839 -4.804
H -3.707 -1.861 2.112
H -0.136 -5.127 3.526
H -1.156 3.050 -1.970
*
```

Entry from the OMol25 dataset: a molecular structure, C46H46N2PS4TeW in a non-equilibrium geometry (ωB97M-V/def2-TZVPD).

The calculation puts the frontier orbital gap (alpha / beta) at 5.29 / 5.30 eV. The calculation puts the relative energy (zero: lowest compared OMol25 entry of this formula, charge and spin) at 49.5 kJ/mol.

The geometry in ORCA input format:
```
! wB97M-V def2-TZVPD RIJCOSX def2/J DEFGRID3
* xyz 1 1
W 1.029 -0.351 -0.072
Te -1.149 -0.163 2.631
S 1.163 -0.025 4.654
S 2.194 0.982 1.536
S -0.091 -1.919 1.541
S 2.465 0.888 3.499
P -0.677 1.882 -0.166
N 2.685 -1.601 -0.140
N 0.635 -1.719 -1.561
C 1.612 1.309 -1.317
C -1.341 4.216 3.724
C -2.207 2.928 1.893
C -5.791 -0.353 5.012
C 1.547 -2.675 -1.826
C 5.000 -0.819 -0.091
C -3.372 2.071 -3.197
C -5.384 -0.030 2.668
C 3.751 -3.658 -1.141
C -0.940 2.902 1.306
C -3.074 -0.424 1.715
C -6.252 -0.021 3.745
C 2.676 -2.622 -1.025
C 2.661 1.494 -2.223
C 0.311 0.012 -3.832
C -4.054 -0.383 2.849
C -2.757 -2.757 -2.720
C -2.404 3.574 3.101
C 5.041 -0.613 -1.579
C 6.133 -0.486 0.646
C -3.590 -0.713 4.122
C 1.421 -3.670 -2.940
C -2.276 3.853 -1.365
C -2.980 -1.827 -3.726
C 4.054 -1.848 1.903
C -2.137 -1.064 4.288
C -3.141 4.305 -2.344
C -0.093 4.234 3.121
C -4.462 -0.691 5.200
C 0.836 2.432 -1.003
C 1.120 3.704 -1.484
C -1.551 -2.800 -2.029
C -1.972 -0.952 -4.076
C -0.604 -1.802 -2.309
C -2.504 1.619 -2.214
C 2.212 3.866 -2.320
C 5.213 -1.516 2.595
C -0.769 -0.921 -3.373
C 3.026 -2.704 2.577
C 0.109 3.577 1.915
C -1.277 -3.981 -1.147
C 6.232 -0.802 1.990
C 3.931 -1.410 0.581
C -1.938 2.506 -1.311
C -3.681 3.420 -3.269
C 2.961 2.757 -2.712
H -7.288 0.249 3.601
H 5.314 -1.839 3.622
H 4.543 -3.517 -0.411
H -4.101 -0.933 6.189
H 7.115 -0.532 2.549
H -6.465 -0.337 5.854
H 2.465 4.847 -2.696
H -3.016 -1.397 1.216
H 0.504 4.555 -1.224
H -3.263 0.341 0.962
H -5.738 0.239 1.683
H 1.292 -0.279 -3.463
H 1.091 3.591 1.452
H 2.576 -3.414 1.883
H 4.080 -0.794 -2.062
H -1.923 -2.134 4.214
H -3.505 -3.505 -2.501
H 5.374 0.393 -1.832
H 2.217 -2.117 3.009
H -3.400 5.351 -2.384
H 6.956 -0.003 0.139
H -0.613 -4.683 -1.653
H 4.199 -3.648 -2.136
H 0.728 4.755 3.589
H 2.179 -3.467 -3.699
H -0.815 -3.718 -0.202
H 0.130 1.038 -3.499
H 0.451 -3.632 -3.423
H -3.919 -1.819 -4.258
H -1.711 -0.675 5.212
H -3.804 1.371 -3.895
H -2.202 -4.513 -0.935
H -2.283 0.560 -2.138
H 3.327 -4.651 -0.992
H -3.386 3.582 3.551
H 5.757 -1.311 -2.015
H -2.101 -0.278 -4.910
H -1.490 4.711 4.672
H -1.880 4.555 -0.639
H 3.779 2.882 -3.407
H 3.494 -3.265 3.382
H 0.341 0.020 -4.920
H 1.592 -4.685 -2.586
H 3.252 0.652 -2.563
H -3.051 2.460 1.399
H -4.352 3.782 -4.033
*
```

Entry from the OMol25 dataset: a molecular structure, C46H47BrI2N6O2W in a non-equilibrium geometry (ωB97M-V/def2-TZVPD).

The calculation puts the frontier orbital gap (alpha / beta) at 6.32 / 6.34 eV. The calculation puts the relative energy (zero: lowest compared OMol25 entry of this formula, charge and spin) at 64.3 kJ/mol.

The geometry in ORCA input format:
```
! wB97M-V def2-TZVPD RIJCOSX def2/J DEFGRID3
* xyz 2 1
W -0.161 1.189 -0.433
I 1.406 3.936 -3.411
I 1.732 3.646 0.206
Br 2.198 0.502 -1.781
O 1.137 0.702 0.917
O -3.418 -3.122 3.005
N -1.545 1.341 1.208
N -0.381 -0.994 -0.376
N -3.973 -0.916 2.763
N -1.456 2.868 -1.149
N -3.710 -2.362 0.897
N -0.963 0.617 -2.231
C -2.946 4.924 -2.365
C -0.431 -1.576 -1.606
C -3.477 -1.538 -1.349
C -2.100 2.176 3.372
C 3.010 -0.215 -0.182
C -1.384 2.240 2.190
C -0.141 -3.411 -3.149
C -2.428 0.347 1.400
C -1.802 1.446 -2.983
C 1.991 -1.489 4.206
C 3.538 0.469 4.489
C 4.184 -0.912 -0.281
C 5.834 -3.407 -0.114
C -0.252 -2.956 -1.816
C -2.801 3.688 -3.020
C -2.978 1.133 3.582
C -5.289 1.107 -3.382
C -0.180 -2.509 -4.177
C -3.138 0.165 2.581
C 2.941 -0.356 2.201
C -1.669 4.035 -0.550
C -2.382 5.083 -1.124
C -0.231 -1.786 0.676
C 6.053 -2.203 0.816
C -2.035 2.694 -2.375
C -0.158 -3.177 0.572
C 1.220 0.821 3.728
C 2.073 4.818 -1.593
C -0.640 -0.678 -2.677
C -3.845 -0.704 -2.391
C 4.127 -1.083 2.085
C 2.412 -0.129 3.628
C 6.491 -2.720 2.188
C -3.371 3.398 -4.277
C -5.558 0.244 -1.028
C -3.216 2.151 -4.814
C 4.765 -1.392 0.892
C -2.452 1.164 -4.169
C -3.692 -2.223 2.246
C -5.206 -0.591 0.023
C 7.169 -1.308 0.251
C -0.434 -1.142 -3.957
C -4.148 -1.479 -0.131
C -4.887 0.208 -2.246
C -0.166 -3.770 -0.665
C 2.329 0.073 1.008
H 0.984 0.989 4.780
H 7.390 -3.324 2.070
H 5.000 -4.018 0.236
H 8.102 -1.871 0.204
H -0.647 3.016 2.042
H 7.324 -0.439 0.892
H 4.372 -0.221 4.612
H -3.939 4.163 -4.789
H -2.677 -2.258 -1.484
H 5.725 -3.351 2.644
H -3.479 -3.300 0.601
H -5.270 0.568 -4.329
H 5.631 -3.095 -1.139
H -1.258 4.166 0.440
H 0.012 -4.466 -3.338
H -0.100 -4.846 -0.768
H -6.397 0.917 -0.902
H 0.336 0.399 3.253
H -3.528 1.050 4.512
H 3.142 4.973 -1.654
H -6.291 1.503 -3.231
H -4.340 -0.995 3.701
H 6.733 -1.900 2.866
H -2.479 6.008 -0.574
H 4.579 -1.437 2.999
H -3.330 -0.782 -3.342
H 6.933 -0.958 -0.755
H 1.630 -1.371 5.229
H -3.678 1.908 -5.762
H -0.429 -0.460 -4.795
H -0.085 -3.763 1.478
H -5.767 -0.567 0.945
H -0.021 -2.845 -5.193
H 3.155 0.698 5.484
H 4.635 -1.079 -1.249
H -2.585 -0.313 0.563
H -1.944 2.930 4.131
H 1.445 1.789 3.276
H 1.191 -1.936 3.609
H -0.155 -1.308 1.644
H 6.730 -4.029 -0.128
H -3.503 5.722 -2.840
H 1.548 5.756 -1.464
H 3.916 1.392 4.047
H -2.404 0.179 -4.603
H 2.827 -2.188 4.222
H -4.602 1.953 -3.469
*
```

Entry from the OMol25 dataset: a molecular structure, C46H47ClLaN7OTe in a non-equilibrium geometry (ωB97M-V/def2-TZVPD).

The calculation puts the frontier orbital gap (alpha / beta) at 4.48 / 7.44 eV. The calculation puts the relative energy (zero: lowest compared OMol25 entry of this formula, charge and spin) at 121.7 kJ/mol. The expectation value of S² is 0.789.

The geometry in ORCA input format:
```
! wB97M-V def2-TZVPD RIJCOSX def2/J DEFGRID3
* xyz 1 2
La 1.154 -0.347 0.537
Te -1.908 2.060 -0.516
Cl 3.006 -0.995 -1.981
O 1.739 2.111 1.378
N 2.454 -0.379 5.686
N 1.847 -2.458 1.445
N 0.478 -2.388 -0.920
N 1.436 -0.400 3.091
N 0.291 -4.703 -2.471
N 7.286 -6.973 2.327
N -0.161 1.773 0.304
C 6.526 -7.006 1.237
C 0.386 4.070 1.114
C 5.445 -6.167 1.027
C 3.141 -4.336 0.693
C 3.973 -4.289 1.823
C -2.667 0.725 4.306
C -3.909 0.694 -2.517
C -1.488 -1.467 3.889
C -2.576 4.008 -1.115
C -0.947 4.480 -3.026
C -0.972 -0.205 -4.753
C 1.051 1.997 -2.453
C 3.386 -0.163 -0.406
C 2.627 -2.417 2.564
C 5.906 -5.195 3.140
C -2.032 -1.332 1.170
C -2.173 -0.364 3.393
C -0.423 -3.604 -2.757
C -1.414 1.228 -2.400
C -3.713 4.377 -0.375
C 0.069 0.448 -4.110
C -4.311 5.960 -2.108
C -4.048 3.761 0.965
C -5.264 6.954 -2.702
C -4.560 5.349 -0.888
C -1.349 -2.431 1.687
C 2.105 -3.439 0.529
C 2.766 -1.334 4.836
C 1.130 0.566 3.965
C -2.253 -0.097 -4.219
C -0.723 -0.984 -6.013
C 1.637 0.588 5.244
C 1.087 -4.638 -1.426
C 6.968 -6.077 3.254
C -2.451 -0.320 2.029
C -2.497 0.595 -3.042
C 0.678 2.597 0.949
C -0.123 1.193 -2.950
C 5.105 -5.218 1.995
C -1.085 -2.491 3.048
C -3.126 5.647 -2.768
C -2.242 4.688 -2.299
C 1.227 -3.485 -0.635
C -0.335 -2.474 -1.978
C 3.670 -3.295 2.771
C 2.289 -1.364 3.516
H -4.607 0.194 -3.185
H 1.865 1.345 -2.131
H -2.140 0.706 5.260
H 6.801 -7.743 0.491
H -6.202 6.986 -2.152
H -1.589 -1.587 -6.282
H -0.684 4.262 1.181
H -2.536 1.712 3.858
H 0.893 4.443 2.001
H 0.786 4.606 0.251
H 1.070 0.405 -4.528
H -1.103 -3.273 1.055
H -0.115 4.475 -2.324
H 0.448 1.335 3.623
H 0.142 -1.637 -5.897
H 3.331 -5.052 -0.090
H -4.831 7.956 -2.700
H -4.221 1.739 -2.433
H -0.511 -0.305 -6.840
H -0.580 -3.357 3.457
H 1.444 2.593 -3.278
H -4.611 4.470 1.568
H -3.731 0.592 4.507
H -5.436 5.629 -0.313
H 0.791 2.671 -1.649
H -2.338 -1.326 0.126
H -0.948 3.543 -3.579
H 4.171 -0.775 0.046
H -0.939 -1.603 -2.202
H -3.082 -0.568 -4.734
H 4.893 -6.271 0.104
H 3.400 -2.122 5.220
H -4.005 0.227 -1.533
H -0.779 5.285 -3.740
H -1.082 -3.659 -3.614
H 3.832 0.794 -0.683
H 1.398 1.382 5.939
H 4.279 -3.171 3.653
H -4.666 2.867 0.846
H -3.153 3.493 1.530
H -5.476 6.694 -3.739
H -3.072 0.486 1.659
H -1.280 -1.532 4.951
H -2.877 6.174 -3.682
H 5.717 -4.502 3.947
H 7.599 -6.065 4.136
H 1.620 -5.547 -1.178
*
```